Density functional theory data (ωB97M-V/def2-TZVPD) for an isolated molecule of C3H9N in a non-equilibrium geometry.

The geometry in XYZ format:
```
13
Properties=species:S:1:pos:R:3
C -0.563 0.794 -1.051
N 0.097 0.414 0.273
C -0.826 -0.466 1.113
C 1.406 -0.232 -0.042
H -0.955 1.797 -0.993
H -1.324 0.077 -1.346
H 0.086 0.656 -1.841
H -0.958 -1.398 0.580
H -0.382 -0.503 2.165
H -1.878 -0.055 1.314
H 1.917 -0.613 0.926
H 2.143 0.552 -0.341
H 1.238 -1.023 -0.759
```

Values from the calculation:
Gap between HOMO and LUMO = 9.633 eV
LUMO level = 0.0426 hartree
SMILES string = CN(C)C
Maximum force = 3.00 eV/Å
Spin multiplicity = 1
Energy = -4745.66026 eV
Energy above the lowest of the compared OMol25 structures with the same formula, charge and spin = 1.449 eV
Total charge = 0

Computed natural (NBO) charges, given in elementary charges:
1. C -0.42
2. N -0.45
3. C -0.43
4. C -0.43
5. H 0.20
6. H 0.17
7. H 0.19
8. H 0.17
9. H 0.21
10. H 0.20
11. H 0.20
12. H 0.21
13. H 0.17

***

Density functional theory data (ωB97M-V/def2-TZVPD) for an isolated molecule of C3H9N in a non-equilibrium geometry.

The geometry in XYZ format:
```
13
Properties=species:S:1:pos:R:3
C 1.193 0.335 -0.540
C 0.085 -0.269 0.356
C -0.977 0.819 0.629
N -0.566 -1.489 -0.122
H 0.881 1.370 -0.676
H 2.222 0.234 -0.212
H 1.230 -0.098 -1.560
H 0.419 -0.522 1.351
H -1.184 1.375 -0.304
H -1.885 0.377 1.083
H -0.609 1.547 1.374
H 0.015 -2.303 -0.273
H -0.825 -1.376 -1.106
```

Values from the calculation:
Gap between HOMO and LUMO = 10.547 eV
LUMO level = 0.0437 hartree
SMILES string = CC(C)N
Maximum force = 1.61 eV/Å
Spin multiplicity = 1
Energy = -4746.64104 eV
Energy above the lowest of the compared OMol25 structures with the same formula, charge and spin = 0.468 eV
Total charge = 0

Computed natural (NBO) charges, given in elementary charges:
1. C -0.64
2. C -0.06
3. C -0.61
4. N -0.83
5. H 0.21
6. H 0.22
7. H 0.21
8. H 0.19
9. H 0.19
10. H 0.22
11. H 0.21
12. H 0.36
13. H 0.34

***

Density functional theory data (ωB97M-V/def2-TZVPD) for a cluster of 2 separate species, C3H9N in total in a non-equilibrium geometry.

The geometry in XYZ format:
```
13
Properties=species:S:1:pos:R:3
C -1.583 -1.571 0.219
C -0.965 -0.389 0.144
C -1.176 0.680 1.191
H -1.497 -2.376 -0.497
H -2.023 -1.833 1.178
H -0.445 -0.171 -0.783
H -0.395 0.687 1.951
H -2.118 0.524 1.711
H -1.181 1.634 0.667
N 3.112 0.729 -1.592
H 3.166 -0.001 -0.908
H 2.311 0.539 -2.186
H 2.794 1.545 -1.094
```

Values from the calculation:
Gap between HOMO and LUMO = 10.636 eV
LUMO level = 0.0338 hartree
SMILES string = C=CC.N
Maximum force = 1.40 eV/Å
Spin multiplicity = 1
Energy = -4746.18234 eV
Energy above the lowest of the compared OMol25 structures with the same formula, charge and spin = 0.927 eV
Total charge = 0

Computed natural (NBO) charges, given in elementary charges:
1. C -0.40
2. C -0.17
3. C -0.65
4. H 0.20
5. H 0.18
6. H 0.19
7. H 0.22
8. H 0.22
9. H 0.22
10. N -1.05
11. H 0.36
12. H 0.35
13. H 0.35

***

Density functional theory data (ωB97M-V/def2-TZVPD) for an isolated molecule of C3H9N2 in a non-equilibrium geometry.

The geometry in XYZ format:
```
14
Properties=species:S:1:pos:R:3
C -0.807 1.242 -0.202
C -0.212 -0.087 0.085
C 0.859 -0.739 -0.403
N 1.891 -0.137 -1.043
N -0.906 -0.784 1.228
H -1.271 1.758 0.631
H -0.117 1.942 -0.775
H -1.638 1.182 -0.926
H 0.862 -1.751 -0.316
H 1.921 0.846 -1.234
H 2.571 -0.707 -1.593
H -0.572 -1.775 1.273
H -0.653 -0.250 2.130
H -1.928 -0.740 1.145
```

Values from the calculation:
Gap between HOMO and LUMO (spin up / spin down) = 4.245 / 9.008 eV
LUMO level (spin up / spin down) = 0.0290 / 0.0229 hartree
Maximum force = 3.60 eV/Å
Spin multiplicity = 2
Energy = -6232.99706 eV
Energy above the lowest of the compared OMol25 structures with the same formula, charge and spin = 2.252 eV
Total charge = 0

Computed natural (NBO) charges, given in elementary charges:
1. C -0.68
2. C -0.05
3. C 0.00
4. N -0.80
5. N -1.07
6. H 0.23
7. H 0.21
8. H 0.23
9. H 0.20
10. H 0.39
11. H 0.40
12. H 0.33
13. H 0.25
14. H 0.36

***

Density functional theory data (ωB97M-V/def2-TZVPD) for the ion C3H9N2 with charge +1 in a non-equilibrium geometry.

The geometry in XYZ format:
```
14
Properties=species:S:1:pos:R:3
H -0.444 1.677 -1.608
N -1.141 1.008 -1.542
N -0.796 0.238 -0.304
C -1.423 -0.891 0.095
C 0.372 0.623 0.440
C 1.477 -0.407 -0.072
H -2.216 -1.033 -0.500
H -1.852 -0.991 1.132
H -0.739 -1.712 0.055
H 0.533 1.613 0.106
H 0.267 0.619 1.533
H 1.124 -0.757 -1.069
H 2.486 0.053 -0.337
H 1.701 -1.238 0.604
```

Values from the calculation:
Gap between HOMO and LUMO (spin up / spin down) = 9.695 / 9.781 eV
LUMO level (spin up / spin down) = -0.2642 / -0.2767 hartree
SMILES string = [H]/N=[N+](/C)CC
Maximum force = 9.81 eV/Å
Spin multiplicity = 1
Energy = -6225.98150 eV
Energy above the lowest of the compared OMol25 structures with the same formula, charge and spin = 5.067 eV
Total charge = +1

Computed natural (NBO) charges, given in elementary charges:
1. H 0.33
2. N -0.08
3. N 0.06
4. C -0.49
5. C -0.27
6. C -0.63
7. H 0.26
8. H 0.29
9. H 0.28
10. H 0.22
11. H 0.27
12. H 0.22
13. H 0.27
14. H 0.25

***

Density functional theory data (ωB97M-V/def2-TZVPD) for the ion C3H9N2 with charge +1 in a non-equilibrium geometry.

The geometry in XYZ format:
```
14
Properties=species:S:1:pos:R:3
C 0.337 -1.390 -0.324
C 0.468 -0.115 0.392
C -2.022 0.310 0.026
N -0.659 0.330 -0.489
N 1.745 0.760 -0.052
H 0.787 -1.605 -1.303
H -0.357 -2.173 0.101
H 0.455 -0.187 1.541
H -2.333 -0.721 0.521
H -2.031 1.174 0.815
H -2.725 0.582 -0.742
H 1.689 1.781 0.365
H 2.018 0.904 -1.125
H 2.627 0.351 0.274
```

Values from the calculation:
Gap between HOMO and LUMO = 9.778 eV
LUMO level = -0.1474 hartree
Maximum force = 4.75 eV/Å
Spin multiplicity = 1
Energy = -6226.71531 eV
Energy above the lowest of the compared OMol25 structures with the same formula, charge and spin = 4.333 eV
Total charge = +1

Computed natural (NBO) charges, given in elementary charges:
1. C -0.26
2. C 0.03
3. C -0.45
4. N -0.37
5. N -0.74
6. H 0.25
7. H 0.26
8. H 0.24
9. H 0.21
10. H 0.21
11. H 0.24
12. H 0.46
13. H 0.47
14. H 0.44

***

Density functional theory data (ωB97M-V/def2-TZVPD) for the ion C3H9N2 with charge +1 in a non-equilibrium geometry.

The geometry in XYZ format:
```
14
Properties=species:S:1:pos:R:3
C 0.896 0.003 -1.588
C 0.118 0.146 -0.332
N -0.758 1.351 -0.173
C 0.302 -0.722 0.665
N -0.871 -0.741 1.622
H 0.425 -0.135 -2.517
H 1.612 0.849 -1.688
H 1.559 -0.971 -1.552
H -0.097 2.095 0.078
H -0.949 1.647 -1.114
H 1.129 -1.459 0.896
H -0.558 -0.221 2.453
H -1.732 -0.195 1.373
H -1.076 -1.646 1.877
```

Values from the calculation:
Gap between HOMO and LUMO = 10.724 eV
LUMO level = -0.1323 hartree
SMILES string = C/C(N)=C/[NH3+]
Maximum force = 4.18 eV/Å
Spin multiplicity = 1
Energy = -6229.16838 eV
Energy above the lowest of the compared OMol25 structures with the same formula, charge and spin = 1.880 eV
Total charge = +1

Computed natural (NBO) charges, given in elementary charges:
1. C -0.69
2. C 0.23
3. N -0.85
4. C -0.15
5. N -0.69
6. H 0.26
7. H 0.25
8. H 0.24
9. H 0.39
10. H 0.38
11. H 0.27
12. H 0.44
13. H 0.47
14. H 0.43

***

Density functional theory data (ωB97M-V/def2-TZVPD) for a cluster of 2 separate species, C3H9N2 in total in a non-equilibrium geometry.

The geometry in XYZ format:
```
14
Properties=species:S:1:pos:R:3
C -0.792 0.925 -0.054
N -1.647 -0.150 -0.194
H -0.836 1.419 0.901
H -0.650 1.526 -0.933
H -1.652 -0.527 -1.136
H -2.627 0.011 0.042
C 1.275 0.784 0.086
C 0.930 -0.486 -0.239
N 0.903 -1.461 0.726
H 1.483 1.516 -0.667
H 1.636 1.116 1.057
H 0.808 -0.815 -1.273
H 0.147 -1.488 1.396
H 1.022 -2.372 0.289
```

Values from the calculation:
Gap between HOMO and LUMO = 9.967 eV
LUMO level = -0.1620 hartree
Maximum force = 1.69 eV/Å
Spin multiplicity = 1
Energy = -6228.05795 eV
Energy above the lowest of the compared OMol25 structures with the same formula, charge and spin = 2.990 eV
Total charge = +1

Computed natural (NBO) charges, given in elementary charges:
1. C -0.02
2. N -0.83
3. H 0.24
4. H 0.21
5. H 0.39
6. H 0.43
7. C -0.36
8. C 0.17
9. N -0.78
10. H 0.25
11. H 0.26
12. H 0.23
13. H 0.43
14. H 0.40

***

Density functional theory data (ωB97M-V/def2-TZVPD) for the ion C3H9N2 with charge +1 in a non-equilibrium geometry.

The geometry in XYZ format:
```
14
Properties=species:S:1:pos:R:3
C -1.318 -1.216 -0.067
N -1.384 0.178 0.053
C -0.409 0.984 0.239
C 1.125 0.907 0.085
N 1.603 -0.494 -0.253
H -1.151 -1.733 0.925
H -2.281 -1.547 -0.572
H -0.583 -1.563 -0.803
H -2.369 0.643 0.035
H -0.604 2.096 0.248
H 1.397 1.515 -0.745
H 1.588 1.353 1.045
H 2.054 -0.789 0.656
H 2.332 -0.335 -0.845
```

Values from the calculation:
Gap between HOMO and LUMO = 9.923 eV
LUMO level = -0.1743 hartree
SMILES string = C/[NH+]=C\CN
Maximum force = 4.89 eV/Å
Spin multiplicity = 1
Energy = -6229.05346 eV
Energy above the lowest of the compared OMol25 structures with the same formula, charge and spin = 1.995 eV
Total charge = +1

Computed natural (NBO) charges, given in elementary charges:
1. C -0.47
2. N -0.41
3. C 0.30
4. C -0.31
5. N -0.81
6. H 0.25
7. H 0.24
8. H 0.28
9. H 0.46
10. H 0.23
11. H 0.26
12. H 0.25
13. H 0.37
14. H 0.37

***

Density functional theory data (ωB97M-V/def2-TZVPD) for a cluster of 2 separate species, C3H9N2 in total in a non-equilibrium geometry.

The geometry in XYZ format:
```
14
Properties=species:S:1:pos:R:3
C 1.470 0.564 0.344
C -0.824 -1.607 -0.109
C 0.080 0.830 -0.270
N -2.675 0.907 0.305
N -0.935 -0.229 -0.234
H 1.510 0.442 1.411
H 1.774 -0.340 -0.086
H 2.057 1.483 0.107
H -1.759 -2.086 0.296
H -0.114 -1.984 0.637
H -0.417 -2.160 -0.904
H 0.408 1.292 -1.233
H -0.500 1.647 0.195
H -3.424 0.556 -0.210
```

Values from the calculation:
Gap between HOMO and LUMO (spin up / spin down) = 7.798 / 8.894 eV
LUMO level (spin up / spin down) = -0.2866 / -0.2752 hartree
Maximum force = 4.27 eV/Å
Spin multiplicity = 3
Energy = -6222.23313 eV
Energy above the lowest of the compared OMol25 structures with the same formula, charge and spin = 3.681 eV
Total charge = +1

Computed natural (NBO) charges, given in elementary charges:
1. C -0.60
2. C -0.55
3. C -0.33
4. N 0.00
5. N 0.07
6. H 0.24
7. H 0.22
8. H 0.26
9. H 0.28
10. H 0.28
11. H 0.30
12. H 0.30
13. H 0.27
14. H 0.27